# C23H59BN2O7P3S2

3 unconnected molecules or ions with the total composition C23H59BN2O7P3S2 (the ωB97M-V functional and the def2-TZVPD basis, the OMol25 dataset).

```
97
Properties=species:S:1:pos:R:3:forces:R:3
C 6.5770 -2.9425 -0.5644 0.0 0.0 0.0
C 5.2071 -2.9332 -1.2385 0.0 0.1 0.0
C 5.2825 -2.9339 -2.7662 0.0 0.0 -0.1
C 5.7641 -1.6123 -3.3705 0.0 0.0 0.1
C 4.6891 -0.5232 -3.3384 0.1 0.0 -0.1
C 5.2353 0.9051 -3.5240 0.0 0.0 0.1
C 5.0809 1.8013 -2.2894 0.0 0.0 0.0
C 3.6637 1.8817 -1.7047 0.0 0.0 0.0
C 2.5133 2.0821 -2.7086 0.0 0.0 -0.1
C 1.3853 1.0619 -2.5214 0.0 -0.1 0.0
C 0.0118 1.4860 -3.0482 0.1 0.1 0.0
C -1.1588 1.0160 -2.1774 0.0 -0.1 -0.1
B -1.6265 -0.5557 -2.1643 -0.1 0.0 0.1
C -3.1199 -0.6393 -1.4461 0.0 0.0 -0.1
S -3.3693 -1.6530 0.0533 -0.1 0.0 0.0
C -3.6265 -0.3537 1.2829 0.0 0.0 0.1
C -2.4289 0.5690 1.4815 0.0 -0.1 0.1
P -0.3240 -1.6367 -1.1086 0.2 0.2 0.2
P -0.6792 -3.7282 -1.5084 -0.1 0.0 -0.1
O -2.0915 -4.1424 -1.4242 0.0 -0.1 0.0
O 0.0247 -4.2122 -2.8663 0.0 -0.2 0.2
O 0.3147 -4.4496 -0.4509 0.0 0.0 -0.1
P -1.8018 -1.1886 -4.0006 0.2 0.1 0.1
O -2.7133 -2.5447 -4.0420 0.0 0.0 -0.4
O -2.8347 -0.0889 -4.6580 -0.2 0.0 0.3
S -0.2451 -1.5131 -5.1262 0.0 -0.1 -0.1
H 7.2006 -3.7488 -0.9598 0.0 0.0 0.0
H 6.4854 -3.0903 0.5136 0.0 0.0 0.0
H 7.1107 -2.0016 -0.7132 0.0 0.0 -0.1
H 4.6322 -3.8023 -0.9100 0.0 0.0 0.0
H 4.6507 -2.0537 -0.9001 -0.1 -0.1 0.0
H 4.2932 -3.1648 -3.1737 0.0 0.0 0.0
H 5.9456 -3.7465 -3.0834 0.0 0.0 0.0
H 6.6567 -1.2613 -2.8391 0.0 0.0 0.0
H 6.0727 -1.7799 -4.4071 0.0 0.0 0.0
H 4.1406 -0.5960 -2.3976 0.0 0.0 0.0
H 3.9589 -0.7388 -4.1229 -0.1 -0.1 0.1
H 4.7566 1.3742 -4.3854 0.0 0.0 0.0
H 6.3022 0.8562 -3.7676 0.0 0.0 0.0
H 5.7397 1.4145 -1.5020 0.0 0.1 0.0
H 5.4553 2.8030 -2.5264 -0.1 0.0 -0.1
H 3.6425 2.6821 -0.9592 0.0 0.0 0.0
H 3.4740 0.9633 -1.1422 0.0 0.0 0.0
H 2.8990 1.9933 -3.7274 -0.1 0.1 0.0
H 2.1087 3.0961 -2.6333 0.0 0.0 0.1
H 1.6788 0.1328 -3.0201 0.0 0.0 0.1
H 1.3057 0.8208 -1.4543 0.0 0.1 0.0
H -0.0153 2.5807 -3.1249 0.0 0.0 0.1
H -0.1164 1.1034 -4.0640 0.0 0.1 0.0
H -2.0466 1.5790 -2.4955 0.0 0.0 0.0
H -0.9653 1.3201 -1.1384 0.0 0.0 0.0
H -3.3748 0.3850 -1.1607 -0.1 0.0 0.0
H -3.9153 -0.9369 -2.1366 0.0 0.0 0.0
H -4.5284 0.2222 1.0557 0.0 0.0 0.0
H -3.8289 -0.9094 2.2036 0.0 0.1 0.0
H -2.4844 1.0476 2.4619 0.0 0.1 -0.1
H -2.3913 1.3438 0.7158 0.0 0.0 0.0
H -1.5082 -0.0143 1.4429 0.0 0.1 0.0
H 0.8741 -1.5662 -1.8525 -0.1 -0.2 -0.2
H -0.6580 -4.4422 -3.5079 -0.1 0.2 -0.2
H 0.5663 -3.8110 0.2246 0.0 0.0 0.1
H -3.5518 -2.4489 -3.5768 0.1 -0.1 0.4
H -3.4144 -0.5075 -5.3026 0.1 0.0 -0.2
C -5.4465 5.9324 3.3959 0.0 0.0 0.0
C -4.1659 5.1269 3.5867 0.0 0.0 0.0
C -3.6256 4.4961 2.2987 0.0 0.0 0.0
O -4.3485 3.3726 1.8461 -0.1 0.0 0.1
C -5.5042 3.6376 1.0809 0.1 0.0 -0.1
N -4.3736 4.1459 4.6532 0.0 0.0 0.0
H -6.3115 5.2749 3.3013 0.0 0.0 0.0
H -5.6168 6.5718 4.2617 0.0 0.0 0.0
H -5.3943 6.5599 2.5043 0.0 0.0 0.0
H -3.3859 5.8151 3.9313 0.0 0.0 0.0
H -2.6168 4.1249 2.4973 0.0 0.0 0.0
H -3.5534 5.2472 1.4995 0.0 0.0 0.0
H -5.3713 4.5298 0.4588 0.0 0.0 0.0
H -6.3937 3.7744 1.7026 0.0 0.0 0.0
H -5.6635 2.7779 0.4309 0.0 0.0 0.0
H -3.4924 3.6983 4.8837 0.0 0.0 0.0
H -4.9604 3.4004 4.2885 0.0 0.0 0.0
C 0.5064 -3.3027 5.2830 0.0 0.0 0.0
C -0.8180 -3.2105 4.5328 0.0 0.0 0.0
C -0.8409 -2.1449 3.4352 0.0 0.0 -0.1
O -0.9195 -0.8123 3.9113 0.0 -0.1 0.2
C 0.2999 -0.2098 4.2781 0.0 0.0 -0.1
N -1.9056 -3.0490 5.5019 0.0 0.0 0.0
H 0.6049 -2.4904 6.0049 0.0 0.0 0.0
H 0.5571 -4.2395 5.8374 0.0 0.0 0.0
H 1.3551 -3.2576 4.5981 0.0 0.0 0.0
H -0.9827 -4.1653 4.0225 0.0 0.0 0.0
H -1.7356 -2.2885 2.8244 0.0 0.0 0.0
H 0.0242 -2.2499 2.7668 0.0 0.0 0.0
H 1.1261 -0.5777 3.6600 0.0 0.0 0.0
H 0.5502 -0.3770 5.3305 0.0 0.0 0.0
H 0.1947 0.8631 4.1124 0.0 0.0 0.0
H -2.7976 -3.1294 5.0243 0.0 0.0 0.0
H -1.8754 -2.0949 5.8510 0.0 0.0 0.0
```
Positions in Å, forces in eV/Å.

Energy relative to the best compared isomer or geometry (same formula, charge and spin): 0.0 kJ/mol
E_LUMO: 2.31 eV
Calculated total energy: -92341.10172 eV
Charge: -1
Max |F|: 0.4 eV/A